12 unconnected molecules or ions with the total composition C34H96Br2F6N8O14S2 at a distorted geometry. Source: the Open Molecules 2025 dataset; level of theory: the ωB97M-V functional and the def2-TZVPD basis.

Each line ends with the Löwdin charge.
Positions of all 162 atoms, in Å:
1 C 1.36187 -6.86855 -12.38526  -0.045
2 C 2.24044 -5.79259 -13.17196  -0.252
3 C 3.71120 -6.18144 -13.35731  -0.158
4 O 4.28818 -6.30911 -12.03944  -0.190
5 C 5.66964 -6.26062 -12.06471  -0.125
6 N 1.55144 -5.58691 -14.50659  0.178
7 H 0.73708 -5.00578 -14.36800  0.080
8 H 2.09815 -5.09088 -15.19592  -0.087
9 H 1.54828 -6.49302 -14.95276  0.002
10 H 0.34626 -7.06543 -12.72860  0.040
11 H 1.38633 -6.47000 -11.37103  0.054
12 H 1.95104 -7.78461 -12.34252  0.046
13 H 2.25808 -4.83234 -12.65646  0.149
14 H 4.14366 -5.52717 -14.11430  0.114
15 H 3.68942 -7.16341 -13.82993  0.127
16 H 5.94029 -5.44156 -12.73104  0.097
17 H 6.09648 -7.24164 -12.27327  0.082
18 H 5.87921 -5.93070 -11.04718  0.074
19 C -2.95481 -6.90057 -10.22231  -0.029
20 C -2.34612 -5.91332 -9.14282  -0.240
21 C -1.63410 -4.75902 -9.87162  -0.157
22 O -0.99048 -3.96055 -8.84387  -0.199
23 C 0.13855 -3.20211 -9.27256  -0.097
24 N -3.35152 -5.49121 -8.05753  0.260
25 H -3.97742 -6.27122 -7.91639  0.159
26 H -3.05347 -5.14758 -7.15576  0.178
27 H -4.09131 -4.86740 -8.34682  0.176
28 H -2.10635 -7.39062 -10.69986  0.076
29 H -3.62591 -6.48947 -10.97645  0.078
30 H -3.65319 -7.65249 -9.85492  0.079
31 H -1.53772 -6.46332 -8.66106  0.143
32 H -2.31470 -4.04617 -10.33714  0.121
33 H -0.80463 -5.13314 -10.47171  0.122
34 H 0.83482 -2.99621 -8.45958  0.083
35 H -0.14894 -2.34890 -9.88694  0.098
36 H 0.88761 -3.69335 -9.89360  0.065
37 C -0.13187 -5.10875 -18.43974  -0.033
38 C -1.48940 -5.57280 -18.91671  -0.304
39 C -1.76573 -7.05044 -18.62189  -0.193
40 O -3.09672 -7.54191 -18.50101  -0.192
41 C -3.66961 -7.58246 -19.81348  -0.068
42 N -2.63033 -4.80211 -18.29367  0.245
43 H -2.57623 -3.86897 -18.67632  0.176
44 H -3.53563 -5.19723 -18.50442  0.149
45 H -2.64436 -4.69334 -17.28965  0.094
46 H 0.12911 -4.09584 -18.74636  0.093
47 H 0.57977 -5.71504 -19.00016  0.105
48 H 0.11573 -5.36503 -17.40964  0.070
49 H -1.62263 -5.44052 -19.99043  0.153
50 H -1.33135 -7.11938 -17.62455  0.095
51 H -1.15234 -7.71585 -19.22942  0.151
52 H -3.62798 -6.65179 -20.37938  0.090
53 H -4.70222 -7.92641 -19.75420  0.095
54 H -3.10505 -8.27498 -20.43781  0.104
55 C -3.00342 -8.38876 -13.83397  -0.029
56 C -3.80688 -8.01035 -15.16767  -0.230
57 C -4.63655 -9.15042 -15.79939  -0.175
58 O -5.66887 -8.59774 -16.59656  -0.203
59 C -6.56508 -9.49388 -17.20146  -0.067
60 N -4.55620 -6.72087 -14.83137  0.238
61 H -3.94474 -5.99532 -14.48524  0.105
62 H -4.92323 -6.19200 -15.60963  0.161
63 H -5.27818 -6.81164 -14.13094  0.169
64 H -2.25309 -7.61540 -13.66962  0.044
65 H -2.45557 -9.32253 -13.96067  0.049
66 H -3.66306 -8.49276 -12.97248  0.074
67 H -3.21848 -7.64498 -16.00932  0.124
68 H -5.11035 -9.62088 -14.93784  0.126
69 H -4.00160 -9.92069 -16.23713  0.147
70 H -7.54341 -9.41936 -16.72669  0.102
71 H -6.15500 -10.50042 -17.28412  0.101
72 H -6.56638 -9.11241 -18.22253  0.089
73 C 7.27734 -3.27509 -15.22633  -0.005
74 C 6.57250 -1.86158 -15.38741  -0.250
75 C 7.47787 -0.71784 -14.97893  -0.246
76 O 6.67276 0.44340 -14.84108  -0.150
77 C 7.64107 1.50795 -14.75602  -0.078
78 N 6.07688 -1.54248 -16.84584  0.236
79 H 6.72249 -1.70207 -17.60599  0.165
80 H 5.37118 -2.18232 -17.18155  0.032
81 H 5.65983 -0.62261 -16.84522  0.159
82 H 8.15885 -3.42054 -15.85072  0.090
83 H 6.54291 -4.03246 -15.50039  0.067
84 H 7.43937 -3.29798 -14.14868  0.047
85 H 5.68463 -1.69461 -14.77756  0.133
86 H 8.32154 -0.65498 -15.66623  0.135
87 H 7.96937 -0.96893 -14.03899  0.129
88 H 8.24501 1.69509 -15.64390  0.100
89 H 8.21152 1.46419 -13.82824  0.100
90 H 7.05756 2.41312 -14.58785  0.098
91 C 2.24832 -11.12208 -12.42382  -0.036
92 C 0.93465 -11.90483 -12.42356  -0.285
93 C 0.86589 -13.05869 -11.44515  -0.137
94 O -0.45204 -13.76618 -11.56583  -0.214
95 C -0.69487 -14.94560 -10.73623  -0.053
96 N -0.33776 -11.03499 -12.27092  0.230
97 H -0.42133 -10.39173 -13.04509  0.069
98 H -1.13808 -11.63297 -12.41927  0.148
99 H -0.47103 -10.58154 -11.37833  0.160
100 H 2.41479 -10.42368 -13.24395  0.051
101 H 3.07584 -11.77178 -12.13888  0.096
102 H 2.31414 -10.44655 -11.57092  0.060
103 H 0.71536 -12.24397 -13.43598  0.160
104 H 1.02427 -12.81461 -10.39471  0.132
105 H 1.72359 -13.64069 -11.78239  0.137
106 H -0.68574 -14.66210 -9.68379  0.089
107 H -0.03896 -15.79204 -10.93975  0.094
108 H -1.65299 -15.34197 -11.07237  0.095
109 C 11.17393 -6.80459 -12.87654  -0.021
110 C 10.22899 -6.30869 -11.83714  -0.334
111 C 9.54171 -5.03982 -12.12967  -0.206
112 O 8.67033 -4.65096 -11.08432  -0.209
113 C 8.24937 -3.28136 -11.08875  -0.029
114 N 9.14492 -7.33557 -11.58009  0.249
115 H 9.62964 -7.98094 -10.97292  0.171
116 H 8.44652 -6.92955 -10.97388  0.134
117 H 8.68342 -7.72808 -12.38821  0.167
118 H 11.73745 -7.62261 -12.42779  0.104
119 H 11.96992 -6.12995 -13.19175  0.113
120 H 10.65408 -7.02745 -13.80831  0.101
121 H 10.78335 -6.33935 -10.89915  0.169
122 H 9.12791 -5.03339 -13.13804  0.136
123 H 10.34118 -4.29967 -12.16337  0.150
124 H 9.14530 -2.83902 -10.65313  0.113
125 H 7.34462 -3.22037 -10.48394  0.077
126 H 7.99567 -2.90855 -12.08109  0.063
127 C 2.53824 -6.44684 -7.45280  -0.011
128 C 3.83679 -6.46830 -8.25885  -0.301
129 C 5.06367 -5.98366 -7.59856  -0.121
130 O 6.39770 -6.41124 -8.19116  -0.209
131 C 7.41061 -5.54191 -7.71774  -0.095
132 N 3.98043 -7.94256 -8.64175  0.227
133 H 4.79288 -8.05685 -9.23080  0.151
134 H 4.14708 -8.49405 -7.81218  0.167
135 H 3.12853 -8.25118 -9.08797  0.154
136 H 2.54975 -7.09906 -6.57954  0.102
137 H 1.59573 -6.56673 -7.98704  0.076
138 H 2.36017 -5.40368 -7.19165  0.106
139 H 3.78144 -6.09174 -9.28025  0.139
140 H 5.16601 -6.26973 -6.55176  0.143
141 H 4.96396 -4.89824 -7.60016  0.141
142 H 8.33978 -5.96179 -8.10302  0.081
143 H 7.57036 -5.56773 -6.63982  0.105
144 H 7.31762 -4.57353 -8.20938  0.097
145 C -2.65304 -2.64256 -13.13197  -0.538
146 F -2.84568 -1.43918 -13.76994  0.138
147 F -1.94367 -2.47776 -11.96817  0.093
148 F -3.76903 -3.25876 -12.71811  0.102
149 S -1.76741 -3.94946 -14.27127  0.568
150 O -0.44370 -3.41106 -14.62758  -0.325
151 O -1.61601 -5.17677 -13.44901  -0.376
152 O -2.70201 -4.16483 -15.41192  -0.374
153 C 4.48518 -1.58705 -11.72058  -0.693
154 F 5.73295 -1.81882 -12.23654  0.086
155 F 4.14324 -0.35869 -11.84046  0.212
156 F 3.65787 -2.31824 -12.44667  0.109
157 S 4.31287 -2.25137 -9.98400  0.473
158 O 5.18946 -1.39402 -9.17938  -0.326
159 O 2.95030 -2.09444 -9.42553  -0.332
160 O 4.72812 -3.61640 -10.13749  -0.352
161 Br 2.98064 -3.51802 -16.64404  -0.303
162 Br 0.67345 -8.87966 -15.47518  -0.379

Highest occupied orbital energy (eV): -14.6
Multiplicity: 1
Gap between HOMO and LUMO (eV): 6.31
Charge: +4